This record from OMol25 describes a 2-piece molecular cluster, C4H12O overall. The level of theory is the ωB97M-V functional and the def2-TZVPD basis.

Results
DFT total energy = -234.81469 hartree
LUMO = 0.9 eV
frontier orbital gap = 11.2 eV
SMILES = CCO.CC
maximum force = 0.94 eV Å⁻¹
HOMO energy = -10.36 eV

Atoms and positions in Å:
C1 1.11 -2.47 -1.42
C2 0.77 -1.51 -0.31
O1 0.70 -2.20 0.96
H1 1.49 -1.92 -2.30
H2 0.22 -3.01 -1.74
H3 1.87 -3.20 -1.16
H4 1.49 -0.70 -0.19
H5 -0.20 -1.07 -0.54
H6 -0.16 -2.06 1.36
C3 -0.58 2.15 -0.01
C4 -1.22 2.41 1.35
H7 -1.11 1.34 -0.52
H8 -0.66 3.03 -0.65
H9 0.46 1.83 0.04
H10 -0.82 3.29 1.84
H11 -1.07 1.57 2.02
H12 -2.29 2.53 1.26

This record from OMol25 describes a 2-piece molecular cluster, C4H12O overall. The level of theory is the ωB97M-V functional and the def2-TZVPD basis.

Results
DFT total energy = -234.81063 hartree
LUMO = 0.9 eV
frontier orbital gap = 11.3 eV
SMILES = CCO.CC
maximum force = 1.00 eV Å⁻¹
HOMO energy = -10.39 eV

Atoms and positions in Å:
C1 0.75 2.01 -1.90
C2 1.98 1.44 -1.19
O1 1.54 0.95 0.10
H1 0.94 2.24 -2.95
H2 0.42 2.88 -1.34
H3 -0.03 1.25 -1.93
H4 2.40 0.62 -1.77
H5 2.72 2.23 -1.04
H6 1.93 0.07 0.20
C3 -1.30 -2.18 0.92
C4 -1.85 -1.27 2.04
H7 -2.08 -2.25 0.16
H8 -0.43 -1.71 0.47
H9 -1.06 -3.19 1.25
H10 -2.12 -1.87 2.91
H11 -1.10 -0.54 2.35
H12 -2.70 -0.69 1.70

This record from OMol25 describes a 2-piece molecular cluster, C4H12O overall in a non-equilibrium geometry. The level of theory is the ωB97M-V functional and the def2-TZVPD basis.

Results
DFT total energy = -234.80482 hartree
LUMO = 0.9 eV
frontier orbital gap = 11.2 eV
SMILES = CCO.CC
maximum force = 1.42 eV Å⁻¹
HOMO energy = -10.27 eV

Atoms and positions in Å:
C1 -0.69 0.79 -1.06
C2 0.38 0.63 -2.13
O1 1.12 1.84 -2.32
H1 -1.63 0.30 -1.32
H2 -0.87 1.86 -0.92
H3 -0.52 0.41 -0.06
H4 1.17 -0.08 -1.89
H5 -0.10 0.39 -3.07
H6 1.44 2.22 -1.49
C3 -0.66 -0.91 2.77
C4 -0.06 -2.27 2.37
H7 -0.15 -0.41 3.60
H8 -0.61 -0.20 1.95
H9 -1.71 -1.04 3.07
H10 0.81 -2.04 1.74
H11 -0.78 -2.86 1.81
H12 0.35 -2.81 3.21